{"formula": "C4H9NO2", "method": "ωB97M-V/def2-TZVPD", "gap_ev": 6.2, "energy_ev": -9869.8939, "max_force_ev_per_a": 5.8, "total_charge": -2, "homo_ha": 0.03883, "de_lowest_kcal_mol": 125.8, "species": ["O", "O", "N", "C", "C", "C", "C", "H", "H", "H", "H", "H", "H", "H", "H", "H"], "coordinates": [[-0.4010, -1.5740, -1.8768], [2.2964, -0.5832, 1.9329], [-1.8978, 1.7436, 0.2411], [-0.0430, 0.0183, 0.9247], [-0.7581, 0.7782, -0.2442], [1.4323, -0.3195, 0.8336], [-0.5338, -0.2124, -1.7642], [0.4383, 0.2726, -2.0715], [1.4104, -1.1808, 0.1651], [1.8404, 0.5433, 0.2509], [-1.9850, 1.7550, 1.2561], [-1.3593, 0.1977, -2.3801], [-1.8408, 0.4282, -0.1803], [-0.5929, -0.8786, 1.1317], [-0.2422, 0.7055, 1.8030], [-0.1322, 1.6222, -0.6115]], "forces_ev_per_a": [[-0.9, 2.7, 1.1], [-1.8, 0.5, -0.6], [-2.3, -1.1, -0.9], [-1.1, 2.1, 1.6], [5.6, 0.8, 0.9], [2.1, -0.1, 0.0], [0.5, -2.4, -1.6], [-0.7, 0.1, 0.5], [0.3, -0.2, -0.5], [0.2, 0.0, -0.2], [0.4, -1.0, 0.1], [-0.1, 0.2, 0.0], [-2.5, 1.1, 0.0], [-0.5, -0.8, 0.1], [0.5, -0.6, -0.4], [0.2, -1.4, -0.2]], "mulliken_charge": [-0.826, -0.968, -0.970, -0.479, -0.026, -0.378, -0.451, 0.183, 0.152, 0.081, 0.205, 0.350, 0.425, 0.210, 0.248, 0.244]}